(1)
Here is a cluster of 2 separate species, CH5NS in total at a distorted geometry from the Open Molecules 2025 dataset. Energies are from ωB97M-V/def2-TZVPD.

- gap between HOMO and LUMO (eV) = 10.4
- HOMO energy (eV) = -9.3
- LUMO energy (eV) = 1.01

The geometry in ORCA input format:
```
! wB97M-V def2-TZVPD RIJCOSX def2/J DEFGRID3
* xyz 0 1
S -2.121 0.569 0.343
N 1.031 -0.447 0.632
C 1.128 0.192 -0.535
H -2.230 -0.383 -0.652
H -2.078 -0.376 1.312
H 1.919 -0.556 1.097
H 2.037 0.732 -0.975
H 0.314 0.269 -1.222
*
```

***

(2)
Here is a cluster of 2 separate species, CH5NS in total at a distorted geometry from the Open Molecules 2025 dataset. Energies are from ωB97M-V/def2-TZVPD.

- gap between HOMO and LUMO (alpha / beta) (eV) = 7.0 / 7.0
- HOMO energy (alpha / beta) (eV) = -9.2 / -9.2
- LUMO energy (alpha / beta) (eV) = -2.28 / -2.28

The geometry in ORCA input format:
```
! wB97M-V def2-TZVPD RIJCOSX def2/J DEFGRID3
* xyz 0 1
S -0.119 -2.019 1.292
N 0.566 0.574 0.688
C -0.047 0.677 -0.572
H 1.557 0.355 0.616
H 0.217 1.660 -0.999
H -1.309 -1.836 0.737
H 0.268 -0.072 -1.311
H -1.132 0.660 -0.451
*
```

***

(3)
Here is a cluster of 2 separate species, CH5O2P in total at a distorted geometry from the Open Molecules 2025 dataset. Energies are from ωB97M-V/def2-TZVPD.

- gap between HOMO and LUMO (eV) = 9.8
- HOMO energy (eV) = -9.4
- LUMO energy (eV) = 0.37

The geometry in ORCA input format:
```
! wB97M-V def2-TZVPD RIJCOSX def2/J DEFGRID3
* xyz 0 1
P 0.283 -2.072 -1.328
O -0.107 1.554 -0.152
O -1.210 1.875 0.650
C 0.502 -1.707 0.316
H -0.865 2.246 1.548
H -0.327 2.012 -1.050
H 0.731 -0.650 0.631
H 0.857 -0.853 -1.596
H 0.136 -2.404 0.981
*
```

***

(4)
Here is the ion CH5O2P2 with charge -1 at a distorted geometry from the Open Molecules 2025 dataset. Energies are from ωB97M-V/def2-TZVPD.

- gap between HOMO and LUMO (eV) = 8.0
- HOMO energy (eV) = -3.9
- LUMO energy (eV) = 4.11

The geometry in ORCA input format:
```
! wB97M-V def2-TZVPD RIJCOSX def2/J DEFGRID3
* xyz -1 1
P -1.181 1.134 1.568
P -0.216 1.508 -0.420
O -1.079 2.432 2.754
O -2.440 0.545 1.217
C -0.118 -0.364 -0.594
H 0.547 -0.633 0.118
H -0.149 0.436 1.957
H -0.995 -0.989 -0.435
H 0.961 1.608 0.306
H 0.179 -0.444 -1.707
*
```

***

(5)
Here is a cluster of 2 separate species, CH5O3 in total at a distorted geometry from the Open Molecules 2025 dataset. Energies are from ωB97M-V/def2-TZVPD.

- gap between HOMO and LUMO (eV) = 12.1
- HOMO energy (eV) = -16.2
- LUMO energy (eV) = -4.06

The geometry in ORCA input format:
```
! wB97M-V def2-TZVPD RIJCOSX def2/J DEFGRID3
* xyz 1 1
O -0.270 0.446 -0.030
O 1.301 0.645 -1.904
O -0.602 -1.255 1.328
C -0.586 0.013 1.064
H -0.555 0.729 1.887
H 0.565 0.727 -1.172
H -1.221 -1.609 1.984
H 1.234 0.253 -2.790
H 1.946 1.369 -1.983
*
```

***

(6)
Here is a cluster of 2 separate species, CH5O3P in total at a distorted geometry from the Open Molecules 2025 dataset. Energies are from ωB97M-V/def2-TZVPD.

- gap between HOMO and LUMO (alpha / beta) (eV) = 8.0 / 8.0
- HOMO energy (alpha / beta) (eV) = -9.2 / -9.2
- LUMO energy (alpha / beta) (eV) = -1.13 / -1.13

The geometry in ORCA input format:
```
! wB97M-V def2-TZVPD RIJCOSX def2/J DEFGRID3
* xyz 0 1
P 0.174 -0.200 0.337
O 1.651 0.184 1.002
O 0.315 -1.655 -0.214
O 1.264 0.415 -1.832
C -1.191 -0.085 1.321
H -1.102 0.629 2.197
H 0.801 -1.519 -1.037
H -2.173 -0.029 0.780
H 1.852 1.153 0.838
H 1.097 1.229 -2.297
*
```

***

(7)
Here is the ion CH5O3Si with charge +1 at a distorted geometry from the Open Molecules 2025 dataset. Energies are from ωB97M-V/def2-TZVPD.

- gap between HOMO and LUMO (eV) = 9.0
- HOMO energy (eV) = -15.2
- LUMO energy (eV) = -6.19

The geometry in ORCA input format:
```
! wB97M-V def2-TZVPD RIJCOSX def2/J DEFGRID3
* xyz 1 1
Si 1.741 -0.148 0.072
O 3.266 0.223 0.000
O 0.142 -0.152 0.084
O -0.918 0.748 -0.030
C -2.230 0.192 0.028
H 4.074 0.517 -0.424
H 1.640 -1.634 0.095
H -2.838 0.891 0.453
H -2.278 -0.679 0.701
H -2.599 0.044 -0.979
*
```

***

(8)
Here is the molecule CH5OPS at a distorted geometry from the Open Molecules 2025 dataset. Energies are from ωB97M-V/def2-TZVPD.

- gap between HOMO and LUMO (eV) = 9.8
- HOMO energy (eV) = -9.1
- LUMO energy (eV) = 0.72

The geometry in ORCA input format:
```
! wB97M-V def2-TZVPD RIJCOSX def2/J DEFGRID3
* xyz 0 1
S 0.246 -1.181 0.359
P -1.327 -0.203 -0.657
O -2.196 0.529 0.465
C 1.572 0.048 -0.104
H -2.067 -1.265 -0.494
H 1.291 0.750 -0.830
H 1.778 0.674 0.734
H 2.370 -0.530 -0.402
H -1.667 1.178 0.929
*
```

***

Respective energy relative to the best compared isomer or geometry (same formula, charge and spin) values: 17.0; 69.8; 113.5; 51.1; 15.5; 74.0; 0.0; 18.2 kcal per mole.